16
Properties=species:S:1:pos:R:3:forces:R:3:mulliken_charge:R:1 method="wB97M-V/def2-TZVPD" relative_energy_kcal_mol=26.4 smiles=COCCO.O e_tot_ha=-345.97236 homo_ev=-9.80 lumo_energy_ev=0.839 gap_ha=0.391
C 2.40727 1.23045 -0.14242 -0.208 0.116 -0.214 -0.68
O 1.08461 0.73132 -0.02304 -0.297 -0.115 0.812 -0.28
C 0.08014 1.74329 -0.10842 0.709 0.061 -0.730 -0.36
C -1.34389 1.14836 -0.13850 1.248 0.720 -0.025 -0.50
O -1.42220 0.27897 -1.26036 -0.684 0.082 -0.173 -0.50
H 2.58758 2.08650 0.52936 -0.066 -0.192 -0.104 0.28
H 2.57829 1.55694 -1.18202 0.093 0.025 0.214 0.29
H 3.13130 0.43443 0.09996 -0.534 0.225 -0.078 0.23
H 0.27482 2.21817 -1.08926 -0.396 0.315 0.216 0.28
H 0.22342 2.51411 0.67308 -0.177 -0.315 -0.072 0.34
H -2.05527 1.99291 -0.21675 0.213 -0.336 0.069 0.29
H -1.53315 0.63705 0.82493 -0.046 -0.242 -0.815 0.30
H -1.54693 0.80130 -2.08012 0.142 -0.348 0.904 0.31
O -1.12830 -5.94963 1.44863 -1.122 0.472 -0.228 -0.65
H -1.32671 -5.08384 1.02520 0.184 -0.929 0.453 0.33
H -2.01095 -6.34032 1.63978 0.941 0.462 -0.228 0.32



17
Properties=species:S:1:pos:R:3:forces:R:3:mulliken_charge:R:1 method="wB97M-V/def2-TZVPD" relative_energy_kcal_mol=30.2 e_tot_ha=-744.13771 homo_ev=0.40 lumo_energy_ev=6.111 total_charge=-2 gap_ha=0.210
C 0.11067 -0.29402 0.75721 -1.078 1.422 3.161 -0.44
O -1.18881 -0.70841 1.23218 1.356 -1.665 -0.936 -0.96
C 0.02407 0.68522 -0.36063 0.312 1.288 -1.952 -0.46
C 1.33994 0.84363 -1.19780 -2.503 -0.682 -1.031 -0.75
S 1.11626 1.91835 -2.69569 0.245 0.247 0.341 -0.80
H 0.92578 -1.04279 0.69776 -0.586 -0.394 -0.746 0.38
H 0.43433 0.28334 1.64724 0.754 0.086 -0.226 0.22
H -0.85383 0.45631 -0.98755 0.516 -0.271 -0.167 0.24
H -0.15448 1.74439 -0.10237 -0.328 -0.436 0.800 0.28
H 2.05648 1.25849 -0.49947 0.760 -0.483 -0.195 0.26
H 1.44429 -0.15391 -1.65783 1.165 0.220 0.722 0.24
H -1.95881 -3.38706 0.37729 0.264 0.254 -0.002 0.26
H -0.84880 -2.38912 0.72475 -0.672 0.258 -0.253 0.44
O -1.00920 -3.25988 0.26468 0.093 -0.459 0.173 -0.75
H -0.96394 -0.90131 2.60589 -0.468 1.806 0.405 0.44
H -1.34132 0.41111 3.51332 0.117 -0.325 -0.274 0.24
O -0.90271 -0.43898 3.63661 0.052 -0.865 0.180 -0.83



17
Properties=species:S:1:pos:R:3:forces:R:3:mulliken_charge:R:1 method="wB97M-V/def2-TZVPD" relative_energy_kcal_mol=32.1 e_tot_ha=-744.13466 homo_ev=0.16 lumo_energy_ev=5.988 total_charge=-2 gap_ha=0.214
C -0.35079 -0.90274 -0.63078 1.248 1.449 -1.173 -0.07
O -1.05740 -1.02108 -1.80019 -0.124 -0.483 -0.424 -0.78
C -0.81923 0.23526 0.27369 -1.251 -1.490 0.618 -0.40
C 0.13820 0.68681 1.37615 -2.480 -0.798 2.419 -0.58
S -0.73530 1.80904 2.63163 0.253 -0.080 -0.254 -0.80
H -0.31404 -1.82069 -0.08725 0.143 -1.076 0.780 0.25
H 0.73745 -0.64507 -0.93112 -0.854 -0.515 0.540 -0.23
H -1.90961 0.00430 0.56519 1.686 0.061 0.426 0.22
H -1.00062 1.06075 -0.34292 0.049 1.508 -1.169 0.25
H 0.89211 1.29527 0.99675 1.398 0.740 -0.794 0.01
H 0.54493 -0.09510 2.06511 -0.121 0.163 -1.098 0.21
H 2.59011 1.19997 0.03399 -0.222 2.012 2.275 0.35
H 2.11319 -0.09744 -0.43168 0.668 0.982 -0.817 0.51
O 2.69178 0.67240 -0.70603 -0.002 -2.764 -1.573 -0.69
H -0.46801 -1.92481 -2.47626 -0.268 -0.134 0.075 0.44
H 0.98374 -2.57591 -3.04061 1.680 0.444 0.009 0.21
O 0.08892 -2.83404 -3.06524 -1.802 -0.017 0.161 -0.90



17
Properties=species:S:1:pos:R:3:forces:R:3:mulliken_charge:R:1 method="wB97M-V/def2-TZVPD" relative_energy_kcal_mol=40.5 smiles="O=CCCO.O.O" e_tot_ha=-421.22055 homo_ev=-10.08 lumo_energy_ev=0.712 gap_ha=0.397
O -0.41878 -0.65465 -1.63171 0.038 -0.006 0.375 -0.48
C -1.23152 -0.84662 -0.75853 0.193 0.332 0.190 -0.01
C -0.96023 -0.77306 0.72416 0.460 0.637 -0.711 -0.41
C -0.41362 0.65103 1.05094 0.733 -0.338 -0.063 -0.40
O 0.97971 0.86940 0.79747 -0.448 -0.788 -1.220 -0.53
H -2.26358 -1.06221 -0.98993 -0.818 -0.260 -0.614 0.34
H -1.92275 -0.88413 1.26444 0.784 -0.447 -0.117 0.29
H -0.20454 -1.57079 0.82901 -0.357 0.258 0.940 0.27
H -1.00415 1.33585 0.40929 0.082 0.114 0.834 0.29
H -0.45798 0.82656 2.12991 -0.671 0.202 -0.303 0.30
H 1.12895 0.58834 -0.13171 0.037 0.295 0.698 0.33
O 1.04177 0.49951 5.44726 0.552 0.528 0.151 -0.63
H 1.16039 1.45693 5.37407 -0.432 -0.086 -0.157 0.32
H 1.91760 0.26314 5.77718 -0.137 -0.442 -0.014 0.31
O 0.36553 -0.03254 -5.86136 -0.351 0.474 -0.521 -0.63
H 0.94741 0.40827 -5.23708 0.033 -0.484 0.138 0.32
H 0.39969 -0.98402 -5.75944 0.303 0.013 0.392 0.32



17
Properties=species:S:1:pos:R:3:forces:R:3:mulliken_charge:R:1 method="wB97M-V/def2-TZVPD" relative_energy_kcal_mol=7.0 smiles="CCC(=O)O.O.O" e_tot_ha=-421.27386 homo_ev=-10.93 lumo_energy_ev=0.308 gap_ha=0.413
C -0.14015 2.25274 1.12698 -0.395 0.268 0.524 -1.13
C -0.77618 1.14239 0.29679 -0.344 0.726 -0.322 -0.21
C 0.18207 0.07619 -0.13792 -0.431 -0.948 0.985 0.50
O 1.18904 0.18728 -0.76698 0.252 0.323 -0.559 -0.60
O -0.21365 -1.12263 0.38034 -0.701 -0.357 -0.114 -0.42
H -0.01985 1.95936 2.16934 0.104 -0.285 0.003 0.32
H -0.85213 3.08805 1.17252 0.425 -0.006 -0.209 0.32
H 0.83757 2.57284 0.77568 -0.131 0.104 -0.289 0.33
H -1.63004 0.73035 0.82194 0.132 -0.383 0.249 0.26
H -1.24340 1.58135 -0.59338 0.453 -0.069 -0.161 0.26
H 0.15750 -1.90126 -0.06558 0.476 0.524 0.028 0.34
O -3.07864 -1.74597 2.46085 -0.385 0.513 0.800 -0.63
H -3.58493 -2.18636 1.78127 0.349 -0.211 -0.346 0.32
H -2.13670 -1.81718 2.31220 0.079 -0.251 -0.508 0.31
O 2.72627 -0.42485 -3.14673 -0.441 -0.337 0.415 -0.63
H 1.92409 -0.50818 -2.59974 0.323 0.306 -0.369 0.36
H 3.39891 -0.64931 -2.49650 0.234 0.082 -0.126 0.30



18
Properties=species:S:1:pos:R:3:forces:R:3:mulliken_charge:R:1 method="wB97M-V/def2-TZVPD" relative_energy_kcal_mol=0.0 s2=0.753 e_tot_ha=-819.12125 homo_ev="-14.55 / -14.55" lumo_energy_ev="-4.138 / -9.172" total_charge=+1 gap_ha="0.383 / 0.198" spin_multiplicity=2
O -0.97463 -1.54179 0.90241 -0.170 -0.564 0.143 -0.54
C -0.01654 -1.35855 0.21846 0.662 0.272 -0.056 0.49
O 1.24879 -1.57423 0.61800 -0.043 -0.684 -0.151 -0.48
C -0.04405 -0.65658 -1.12203 0.007 1.036 0.273 -0.51
C -0.03080 0.84704 -0.73744 -0.405 0.115 -1.112 -0.51
S -0.58981 1.86261 -2.13328 0.112 -0.269 0.182 0.27
H 1.25163 -2.17572 1.38271 -0.094 0.144 0.108 0.36
H 0.82210 -0.84434 -1.74894 -0.038 -0.390 0.035 0.40
H -0.98380 -0.89095 -1.61087 -0.043 -0.167 -0.131 0.45
H 0.93260 1.25126 -0.42260 -0.003 -0.128 0.366 0.39
H -0.84926 1.02820 -0.02974 0.058 0.166 0.349 0.31
H -0.03454 3.04116 -1.76627 -0.021 -0.033 0.058 0.31
H 1.95911 0.12579 1.36863 0.405 0.025 0.107 0.35
H 3.45692 0.45388 1.38435 -0.131 0.121 -0.022 0.32
O 2.58569 0.85133 1.25755 -0.162 0.087 -0.123 -0.65
H -2.69415 0.45034 1.23727 -0.478 0.300 0.142 0.32
H -2.82671 -0.87883 0.65035 -0.442 0.109 -0.305 0.36
O -3.21256 0.00939 0.55144 0.785 -0.141 0.137 -0.63



15
Properties=species:S:1:pos:R:3:forces:R:3:mulliken_charge:R:1 method="wB97M-V/def2-TZVPD" relative_energy_kcal_mol=27.1 smiles=CSC.CO e_tot_ha=-593.67388 homo_ev=-8.41 lumo_energy_ev=0.784 gap_ha=0.338
C 2.39440 -1.18859 1.44921 -1.251 -0.614 0.414 -0.83
S 3.06381 -0.38101 0.00404 0.073 -0.717 0.207 -0.08
C 1.71818 -0.82395 -1.13360 0.158 1.595 -0.452 -0.77
H 1.45432 -0.70260 1.72250 0.258 0.363 0.338 0.27
H 3.06310 -1.23739 2.30166 0.199 0.308 -0.071 0.29
H 2.04135 -2.20964 1.25555 0.600 -0.011 -0.293 0.29
H 0.88057 -1.40943 -0.76959 0.459 -0.508 0.328 0.29
H 1.28010 0.15236 -1.34489 -0.192 -0.104 -0.460 0.23
H 2.17665 -1.19805 -2.04444 -0.311 -0.308 -0.012 0.29
C -2.76296 1.25651 -0.04220 -0.201 1.090 -1.627 -0.43
O -3.37200 2.51999 -0.42503 0.938 0.072 1.495 -0.51
H -3.51800 0.50448 -0.22067 0.207 -0.667 0.221 0.25
H -1.93230 1.17815 -0.74899 0.121 -0.721 0.282 0.18
H -2.37907 1.22354 0.97128 -0.281 0.372 0.175 0.20
H -4.10814 2.31565 -0.97482 -0.777 -0.150 -0.546 0.30



16
Properties=species:S:1:pos:R:3:forces:R:3:mulliken_charge:R:1 method="wB97M-V/def2-TZVPD" relative_energy_kcal_mol=25.0 smiles=CCO.CSS e_tot_ha=-991.87180 homo_ev=-8.68 lumo_energy_ev=0.652 gap_ha=0.343
C 0.90641 2.52689 0.16918 -0.893 -0.209 1.683 -1.08
C 0.09021 2.26345 -1.08545 1.997 -0.339 -1.169 -0.09
O 0.41782 0.96882 -1.60780 -1.013 -0.298 -0.522 -0.49
H 1.00579 1.59907 0.74406 0.285 -0.186 -0.347 0.29
H 0.44354 3.14076 0.94734 -0.358 0.429 -0.451 0.34
H 1.88805 2.97265 0.02281 0.018 -0.222 -0.463 0.32
H -0.99547 2.27013 -1.12081 -0.028 0.257 0.826 0.27
H 0.45743 2.97497 -1.83627 -0.456 0.238 0.012 0.19
H 1.27423 0.62652 -1.37645 0.543 0.349 0.395 0.27
C -0.48512 -3.56244 1.04818 1.036 -1.049 0.636 -0.78
S -0.14288 -2.42302 -0.29196 -0.559 0.400 -0.369 -0.05
S -1.81533 -1.21318 -0.40687 0.139 -0.408 0.305 -0.20
H -0.12531 -4.55174 0.73840 -0.081 0.140 -0.174 0.27
H 0.17457 -3.29272 1.87722 -0.315 0.110 0.118 0.28
H -1.48835 -3.73137 1.42645 -0.273 0.575 -0.400 0.31
H -1.60559 -0.56879 0.75198 -0.042 0.213 -0.081 0.14